C8H4BrGaNOS4SbSe4 as an isolated structure at a distorted geometry. Source: the OMol25 dataset; level of theory: ωB97M-V with the def2-TZVPD basis set.

Its charge is -2. Its HOMO-LUMO gap is 5.954 eV. The lowest unoccupied orbital energy comes out at 3.9 eV. The value obtained for the HOMO energy is -0.0746 Ha.

CARTESIAN COORDINATES (ANGSTROEM)
Ga 1.13 -1.51 -0.23
Se -3.01 -2.22 2.80
Sb -0.71 -2.94 2.14
Se 0.87 -0.94 2.06
Se -0.55 -3.31 -0.43
Se 0.11 -5.02 2.97
O 5.52 1.57 -4.35
C 4.81 1.06 -3.57
S 5.15 -0.35 -2.60
C 3.61 -0.64 -1.93
C 2.59 0.12 -2.36
S 0.89 0.10 -1.92
S 3.07 1.43 -3.43
S 3.40 -1.98 -0.81
Br -3.70 3.05 3.15
C -3.00 2.04 1.69
C -3.58 0.85 1.31
C -2.92 0.07 0.35
N -1.72 0.37 -0.12
C -1.08 1.36 0.42
C -1.67 2.32 1.29
H -4.62 0.54 1.63
H -3.50 -0.75 0.12
H 0.01 1.51 0.19
H -1.08 3.26 1.63



C8H4Cl3NO3ScYb as an isolated structure at a distorted geometry. Source: the OMol25 dataset; level of theory: ωB97M-V with the def2-TZVPD basis set.

Its charge is +4. As for the multiplicity: 2. Its HOMO-LUMO gap (alpha / beta) is 5.093 / 2.919 eV. The lowest unoccupied orbital energy (alpha / beta) comes out at -16.4 / -18.5 eV. The value obtained for the HOMO energy (alpha / beta) is -0.7881 / -0.7881 Ha.

CARTESIAN COORDINATES (ANGSTROEM)
Yb -0.86 0.30 -3.68
Sc 1.11 0.34 -0.41
Cl 0.18 -1.38 -2.08
Cl -0.17 2.00 -1.61
C 2.06 2.19 0.56
C 0.56 -1.06 -5.18
C 0.62 1.42 -5.24
O 2.34 3.27 0.90
O 1.43 -1.71 -5.56
O 1.51 1.78 -5.88
Cl -2.53 1.10 4.16
C -1.49 0.16 3.19
C -1.29 -1.19 3.47
C -0.45 -1.93 2.65
C 0.14 -1.33 1.55
N -0.07 0.00 1.28
C -0.86 0.76 2.10
H -1.80 -1.64 4.31
H -0.24 -2.99 2.83
H 0.77 -1.88 0.84
H -0.97 1.80 1.83



C8H4Cl6O9P2Ti as an isolated structure. Source: the OMol25 dataset; level of theory: ωB97M-V with the def2-TZVPD basis set.

Its charge is -2. Its HOMO-LUMO gap is 7.792 eV. The lowest unoccupied orbital energy comes out at 4.2 eV. The value obtained for the HOMO energy is -0.1334 Ha.

CARTESIAN COORDINATES (ANGSTROEM)
Ti -0.90 0.64 -0.38
Cl -1.07 -2.65 4.40
C -0.46 -1.18 3.69
C -0.79 -0.88 2.37
C -0.34 0.28 1.74
Cl -2.07 2.52 0.15
C 0.49 1.10 2.50
Cl 1.14 2.55 1.77
C 0.84 0.82 3.82
Cl 1.86 1.89 4.73
C 0.35 -0.33 4.43
Cl 0.76 -0.71 6.07
O 0.64 -0.60 -3.68
P -0.95 -0.55 -3.32
O -1.71 -0.54 -4.58
O -1.08 0.64 -2.35
O -1.09 -1.85 -2.42
P -2.13 -2.20 -1.17
O -1.49 -3.29 -0.40
O -3.52 -2.21 -1.66
O -1.91 -0.79 -0.31
H 0.72 -0.98 -4.56
H -1.41 -1.59 1.82
Cl 1.00 3.19 -1.85
C 2.09 1.84 -2.27
C 2.10 0.70 -1.24
O 3.13 0.08 -1.08
O 0.98 0.46 -0.64
H 3.10 2.23 -2.37
H 1.73 1.42 -3.20



C8H4F3NNiO4S3Sb as an isolated structure. Source: the OMol25 dataset; level of theory: ωB97M-V with the def2-TZVPD basis set.

Its charge is -2. As for the multiplicity: 2. Its HOMO-LUMO gap (alpha / beta) is 6.860 / 6.214 eV. The lowest unoccupied orbital energy (alpha / beta) comes out at 4.8 / 3.6 eV. The value obtained for the HOMO energy (alpha / beta) is -0.0745 / -0.0964 Ha.

CARTESIAN COORDINATES (ANGSTROEM)
Ni -0.92 -0.07 0.91
S -1.35 4.38 3.51
Sb -0.76 2.91 1.85
S 0.29 0.91 2.52
S -2.41 1.60 0.83
O -2.19 -3.07 -1.26
C -1.59 -2.22 -0.61
O -2.05 -1.09 -0.22
C -0.18 -2.48 -0.14
C 0.53 -3.60 -0.52
C 1.84 -3.73 -0.08
C 2.37 -2.73 0.72
C 1.59 -1.65 1.06
N 0.33 -1.53 0.65
H 0.06 -4.31 -1.17
H 2.45 -4.57 -0.38
H 3.40 -2.76 1.05
H 1.97 -0.83 1.66
F 5.33 0.71 -1.13
C 4.27 0.89 -1.97
F 3.92 2.19 -1.86
F 4.77 0.74 -3.23
C 3.10 -0.13 -1.68
O 3.49 -1.31 -1.76
O 2.01 0.39 -1.44



C8H4MgNO5S as an isolated structure at a distorted geometry. Source: the OMol25 dataset; level of theory: ωB97M-V with the def2-TZVPD basis set.

Its charge is +1. Its HOMO-LUMO gap (alpha / beta) is 5.117 / 5.120 eV. The lowest unoccupied orbital energy (alpha / beta) comes out at -4.7 / -4.7 eV. The value obtained for the HOMO energy (alpha / beta) is -0.3602 / -0.3603 Ha.

CARTESIAN COORDINATES (ANGSTROEM)
O 0.78 -1.06 -3.18
C 0.83 -0.64 -2.12
Mg 0.60 0.08 -0.04
C 1.11 0.97 1.88
O 1.20 1.40 2.94
C 3.03 0.67 -0.39
O 3.68 1.08 0.48
C 0.62 2.11 -0.87
O 0.41 3.17 -1.30
C 1.72 -1.69 0.57
O 2.11 -2.71 0.95
H 3.27 0.42 -1.52
S -3.32 -1.73 1.01
C -3.51 -0.12 0.19
C -2.30 0.47 -0.16
N -1.28 -0.39 0.23
C -1.60 -1.54 0.84
H -4.45 0.37 -0.01
H -2.06 1.44 -0.67
H -0.85 -2.28 1.19



C8H4N3O4 as an isolated structure at a distorted geometry. Source: the OMol25 dataset; level of theory: ωB97M-V with the def2-TZVPD basis set.

Its charge is -1. Its HOMO-LUMO gap is 8.309 eV. The lowest unoccupied orbital energy comes out at 2.8 eV. The value obtained for the HOMO energy is -0.2022 Ha.

CARTESIAN COORDINATES (ANGSTROEM)
C -0.14 2.42 1.56
C 0.26 1.42 2.42
C -0.16 2.22 0.18
C 0.68 0.18 1.94
C 0.24 0.99 -0.29
C 0.66 -0.01 0.58
C 0.25 0.39 -1.68
C 0.98 -1.22 -0.27
N -0.26 -2.73 -2.54
N 0.76 -0.86 -1.56
N -1.28 -2.78 -1.87
O -1.81 -2.20 -0.97
O -0.12 0.96 -2.69
O 1.36 -2.29 0.14
O -1.73 -3.82 -2.53
H -0.47 3.37 1.96
H 0.25 1.59 3.49
H -0.48 2.99 -0.50
H 1.00 -0.60 2.61



An isolated molecule of C8H4N4S2 at a distorted geometry. Source: the OMol25 dataset; level of theory: ωB97M-V with the def2-TZVPD basis set.

Its HOMO-LUMO gap (alpha / beta) is 6.598 / 6.687 eV. The lowest unoccupied orbital energy (alpha / beta) comes out at -2.5 / -2.6 eV. The value obtained for the HOMO energy (alpha / beta) is -0.3327 / -0.3414 Ha.

CARTESIAN COORDINATES (ANGSTROEM)
C 3.25 2.39 -0.04
C 4.56 -0.32 -0.01
C -0.72 -0.62 -0.08
C -1.37 0.48 -0.43
C 2.48 1.20 0.02
C 3.21 -0.27 0.18
C 0.67 -0.40 0.02
C 1.13 0.94 -0.12
N 4.09 3.18 -0.03
N 5.67 -0.62 -0.17
N -0.91 2.96 0.65
N 1.90 -2.50 -0.80
S -0.42 2.03 -0.50
S 1.94 -1.52 0.41
H -1.16 -1.68 -0.18
H -2.36 0.44 -0.62
H -0.70 4.01 0.50
H 1.89 -3.44 -0.37



An isolated molecule of C8H4N6O4 at a distorted geometry. Source: the OMol25 dataset; level of theory: ωB97M-V with the def2-TZVPD basis set.

Its HOMO-LUMO gap is 7.862 eV. The lowest unoccupied orbital energy comes out at -0.9 eV. The value obtained for the HOMO energy is -0.3237 Ha.

CARTESIAN COORDINATES (ANGSTROEM)
N 1.56 -4.77 0.59
O -3.29 3.06 -0.62
O -0.69 4.09 -1.52
O 2.63 -1.96 1.94
O 3.38 -1.60 -0.08
N 0.80 -3.91 0.78
N -0.11 -2.96 1.04
C -2.27 2.39 -0.71
C -0.94 2.98 -1.09
C -1.16 -0.91 0.41
C 1.33 0.32 -0.08
C 0.04 -1.63 0.64
C -1.11 0.38 -0.10
C 0.16 0.97 -0.36
C 1.29 -0.96 0.47
N -2.32 1.05 -0.38
N 0.21 2.24 -0.95
N 2.50 -1.58 0.77
H -2.11 -1.38 0.55
H 2.28 0.78 -0.25
H -3.24 0.70 -0.05
H 1.07 2.72 -1.02



C8H5Cl2NO4Se2Te2Ti as an isolated structure. Source: the OMol25 dataset; level of theory: ωB97M-V with the def2-TZVPD basis set.

Its charge is -2. Its HOMO-LUMO gap (alpha / beta) is 4.396 / 4.406 eV. The lowest unoccupied orbital energy (alpha / beta) comes out at 4.3 / 4.3 eV. The value obtained for the HOMO energy (alpha / beta) is -0.0029 / -0.0032 Ha.

CARTESIAN COORDINATES (ANGSTROEM)
Ti -0.41 1.21 -0.76
O -0.63 -2.84 -0.40
C -0.63 -1.63 -0.18
O -0.90 -0.71 -1.08
C -0.34 -1.02 1.13
C -0.33 -1.64 2.36
C -0.32 -0.87 3.52
C -0.46 0.51 3.39
C -0.45 1.08 2.14
N -0.25 0.34 1.01
C -0.86 2.48 1.80
O -1.03 3.35 2.64
O -1.06 2.61 0.51
H -0.38 -2.72 2.39
H -0.30 -1.34 4.50
H -0.61 1.16 4.25
Se 2.11 2.05 -0.73
Te 2.34 3.46 -2.84
Te 0.77 2.02 -4.54
Se -1.36 2.00 -3.15
Cl 1.84 -2.97 -4.24
C 0.86 -1.89 -3.17
Cl 1.86 -0.81 -2.21
H 0.28 -2.52 -2.51
H 0.24 -1.28 -3.82



A 2-piece molecular cluster, C8H5Cl2NS overall at a distorted geometry. Source: the OMol25 dataset; level of theory: ωB97M-V with the def2-TZVPD basis set.

Its HOMO-LUMO gap is 9.507 eV. The lowest unoccupied orbital energy comes out at -0.1 eV. The value obtained for the HOMO energy is -0.3542 Ha.

CARTESIAN COORDINATES (ANGSTROEM)
C 2.32 -1.23 0.86
C -2.65 0.37 -0.05
C -1.86 1.32 -0.68
C -2.08 -0.75 0.50
C -0.45 1.20 -0.67
C -0.72 -0.97 0.33
C 0.03 0.08 -0.08
C 2.07 -0.34 -0.21
N 2.47 -1.98 1.75
S 2.53 1.31 0.21
Cl 2.46 -0.98 -1.84
Cl 4.51 1.02 0.50
H -3.66 0.36 0.07
H -2.16 2.21 -1.17
H -2.75 -1.58 0.89
H 0.10 1.89 -1.10
H -0.15 -1.94 0.68